A molecular structure, C51H81BN3O4Ti, computed with the ωB97M-V functional and the def2-TZVPD basis.

Calculated values
- highest occupied orbital energy (eV) = -10.56
- HOMO-LUMO gap (eV) = 7.401
- electronic energy (Ha) = -3331.45309
- 2S+1 = 1
- E_LUMO (eV) = -3.2
- energy relative to the best compared isomer or geometry (same formula, charge and spin) (kJ/mol) = 0.0
- total charge = +1

Each line ends with the Mulliken charge.
Atoms and positions in Å:
Ti 0.17681 -0.68238 -1.14783  -1.658
C 0.35163 5.88981 0.84111  -1.507
C -1.12368 5.52199 0.63315  1.993
C -1.80252 6.62473 -0.17781  -2.326
C -1.81776 5.43881 1.99984  -1.341
C -1.19334 4.17041 -0.07532  -0.941
C -0.77256 3.03288 0.60638  0.029
C -0.79358 1.79520 -0.00244  -0.111
N -0.46090 0.51559 0.63671  1.469
C 0.68355 0.52919 1.55746  -0.297
C 0.79362 1.28718 2.71378  -0.602
C 1.94643 1.20677 3.48146  0.278
C 2.96189 0.34768 3.06048  -0.775
C 2.88928 -0.44611 1.92301  -0.053
C 1.69825 -0.34127 1.19842  0.722
O 1.42029 -1.09095 0.09568  0.459
C 4.04778 -1.33547 1.47136  2.412
C 3.60221 -2.79835 1.39918  -1.091
C 4.53570 -0.88158 0.08953  -1.516
C 5.22799 -1.25031 2.43996  -2.511
C 2.12715 2.03047 4.75563  1.802
C 3.39541 2.88375 4.63573  -1.677
C 2.25980 1.08278 5.95455  -1.678
C 0.93946 2.96119 5.00417  -1.707
C -1.16283 1.70631 -1.34500  0.576
O -1.00494 0.47376 -1.91422  0.555
C -1.62792 2.80191 -2.06113  -0.146
C -1.63698 4.02222 -1.38543  -0.287
C -2.09845 2.65317 -3.50835  2.365
C -2.62192 3.97584 -4.06953  -2.551
C -0.93162 2.19415 -4.39759  -1.430
C -3.24602 1.63324 -3.57213  -1.619
H 0.43443 6.85568 1.34335  0.457
H 0.86175 5.14535 1.45670  0.210
H 0.87994 5.95451 -0.11168  0.322
H -1.78433 7.55336 0.39429  0.454
H -1.29152 6.81606 -1.12318  0.378
H -2.84628 6.38826 -0.39412  0.412
H -1.79239 6.41469 2.48777  0.499
H -2.86312 5.14049 1.89480  0.310
H -1.33031 4.73231 2.67455  0.077
H -0.42666 3.12786 1.62004  -0.049
H -0.01023 1.92027 3.03170  -0.542
H 3.86304 0.30275 3.65624  0.700
H 2.79176 -2.92838 0.68732  -0.340
H 4.43713 -3.42095 1.07045  0.586
H 3.27283 -3.16331 2.37459  0.239
H 3.75802 -0.95858 -0.66645  -0.099
H 4.87555 0.15529 0.11016  0.343
H 5.37476 -1.50992 -0.21819  0.472
H 4.96945 -1.60331 3.44033  0.428
H 6.03193 -1.88544 2.06532  0.455
H 5.62259 -0.23591 2.52292  0.430
H 4.29223 2.27085 4.53942  0.312
H 3.34754 3.54616 3.76916  0.311
H 3.51279 3.50073 5.52872  0.490
H 3.11537 0.41448 5.84757  0.305
H 2.39660 1.65457 6.87431  0.469
H 1.36368 0.46873 6.06636  0.318
H 0.80521 3.67813 4.18941  0.249
H 0.00726 2.40646 5.13697  0.293
H 1.10858 3.53269 5.91751  0.501
H -1.98605 4.89498 -1.91473  0.932
H -1.85308 4.75042 -4.08881  0.465
H -2.95127 3.81552 -5.09719  0.450
H -3.47648 4.35360 -3.50524  0.440
H -0.11782 2.92223 -4.37524  0.483
H -0.53719 1.23185 -4.07555  -0.295
H -1.27516 2.10221 -5.43103  0.603
H -4.08246 1.95717 -2.94883  0.377
H -3.60830 1.54823 -4.59891  0.492
H -2.93547 0.64169 -3.24424  0.126
C -1.08738 -1.55125 1.84177  -1.544
C -1.32738 -2.73774 1.26804  1.983
C -2.08350 -2.45465 -0.03005  1.168
C -2.18896 -1.11051 -0.14858  -1.174
C -1.64973 -0.39422 1.07160  1.345
C -2.85411 0.27599 1.84802  2.084
C -2.38340 1.14815 3.01144  -0.981
C -3.72490 -0.83580 2.44972  -1.876
C -3.76169 1.11717 0.93472  -1.705
C -2.89626 -3.35853 -0.96563  1.825
C -3.15579 -2.64102 -2.30235  -1.494
C -2.30421 -4.72716 -1.30668  -2.054
C -4.26145 -3.57373 -0.28109  -1.714
C -0.88293 -4.05612 1.89657  1.875
C 0.10209 -4.79224 0.98102  -1.278
C -2.08051 -4.94639 2.25034  -1.809
C -0.14211 -3.77478 3.21088  -2.224
H -0.55626 -1.40652 2.76851  0.605
H -2.81567 -0.60975 -0.86196  -0.143
H -1.65954 0.63575 3.64705  0.143
H -3.24731 1.39772 3.63019  0.687
H -1.96015 2.09004 2.66812  -0.244
H -3.23874 -1.33206 3.28945  0.284
H -4.00218 -1.59162 1.71574  0.057
H -4.64661 -0.38261 2.81897  0.630
H -3.23164 1.84348 0.32166  0.192
H -4.45974 1.67330 1.56372  0.600
H -4.36051 0.48447 0.27645  0.290
H -2.23239 -2.28659 -2.76550  -0.081
H -3.83342 -1.79302 -2.19998  0.395
H -3.62559 -3.34237 -2.99225  0.575
H -1.32981 -4.64995 -1.78610  0.178
H -2.97843 -5.21164 -2.01451  0.654
H -2.21425 -5.38806 -0.45077  0.308
H -4.77704 -2.62240 -0.14044  0.283
H -4.17022 -4.05982 0.68907  0.238
H -4.88712 -4.20451 -0.91547  0.513
H -0.30310 -5.03215 0.00488  0.085
H 0.40648 -5.73024 1.45032  0.584
H 0.99845 -4.19297 0.83114  -0.127
H -2.62662 -5.30790 1.38257  0.283
H -2.78229 -4.41120 2.89406  0.308
H -1.72589 -5.82124 2.79768  0.489
H 0.73909 -3.14967 3.05463  0.239
H 0.19574 -4.72055 3.63632  0.519
H -0.78782 -3.29238 3.94730  0.333
O 3.68145 0.24902 -2.93854  -0.707
C 2.53317 -0.12348 -3.07421  -0.027
O 1.56584 0.14744 -2.25217  -0.504
C 2.20279 -0.92066 -4.33229  0.344
N 3.41883 -1.75165 -4.64579  0.177
C 3.53891 -1.89002 -6.14669  -0.657
C 2.39757 -1.04110 -6.70757  -0.659
C 2.06223 -0.06072 -5.58567  -0.521
H 1.36043 -1.59256 -4.21742  0.129
H 3.37494 -2.66240 -4.16119  -0.012
H 4.19660 -1.21250 -4.24041  0.465
H 3.46767 -2.94542 -6.39425  0.339
H 4.52498 -1.52721 -6.42495  0.360
H 1.53610 -1.67419 -6.92259  0.305
H 2.68713 -0.54336 -7.63017  0.467
H 1.06344 0.36299 -5.67294  -0.001
H 2.78440 0.75747 -5.54227  0.437
B 2.34148 -4.21905 -2.77983  0.270
C 1.18271 -3.25574 -2.33194  0.082
N 0.36387 -2.48186 -2.05654  -0.267
H 2.22787 -4.28944 -3.99375  -0.098
H 3.36788 -3.65709 -2.44006  -0.023
H 2.19796 -5.28548 -2.24676  -0.105